A cluster of 5 separate species, C27H27N5O4S in total. Source: the Open Molecules 2025 dataset; level of theory: wB97M-V/def2-TZVPD.

Computed properties:
SMILES: O=S1(=O)OC[C@@H](c2cccnc2)O1.c1ccncc1.c1ccncc1.c1ccncc1.c1ccncc1
LUMO energy: 0.1425 eV
ΔE to the lowest compared entry with this formula, charge and spin: 51.4 kcal/mol
Highest occupied orbital energy: -9.6 eV

XYZ file:
```
64
Properties=species:S:1:pos:R:3:forces:R:3:mulliken_charge:R:1
O 0.1872 -0.6964 1.8747 0.0633 0.0231 0.0442 -0.4882
S -0.8011 0.2255 1.4411 -0.0565 -0.0271 -0.1241 0.8818
O -1.4640 0.0174 0.2066 -0.0986 -0.0312 -0.0555 -0.3065
O -1.8607 0.4436 2.5979 0.0877 -0.0504 0.0917 -0.3980
C -1.5845 1.6370 3.3553 -0.1123 0.1819 0.0922 -0.4267
C -0.2522 2.1983 2.8236 0.0622 -0.1775 -0.2466 0.1004
C 1.0090 1.7520 3.5295 -0.0655 0.1087 -0.1104 0.2307
C 2.2012 1.6586 2.8192 -0.0759 0.0007 -0.0947 -0.2145
C 3.3315 1.2320 3.4818 0.1418 -0.0411 -0.2028 -0.4003
C 3.2367 0.9207 4.8275 0.0679 -0.0539 0.2123 -0.5850
N 2.1179 1.0448 5.5304 0.0152 0.0040 0.0298 -0.6551
C 1.0336 1.4601 4.8805 -0.0822 -0.0442 0.1730 -0.4768
O -0.2502 1.7141 1.4452 0.0975 0.1275 0.1895 -0.2394
H -1.5483 1.3814 4.4102 0.0014 -0.0804 -0.0640 0.3066
H -2.4168 2.3175 3.1766 0.1158 0.0504 -0.0278 0.3331
H -0.2758 3.2841 2.7385 -0.1152 -0.0448 -0.0174 0.4326
H 2.2264 1.8856 1.7600 0.0192 -0.0137 0.0413 0.5612
H 4.2744 1.1086 2.9649 -0.0450 0.0414 -0.0057 0.4090
H 4.1045 0.5363 5.3559 -0.0609 0.1138 0.0510 0.6152
H 0.1354 1.5573 5.4840 0.0959 -0.0290 0.0266 0.2837
C -2.7262 2.3889 -1.8011 0.0137 0.0443 0.0575 -0.0361
C -2.9251 1.1443 -2.3745 -0.0540 -0.0375 -0.0242 -0.0981
C -3.6415 1.0717 -3.5604 0.0201 0.0167 -0.0385 -0.2163
N -4.1449 2.1360 -4.1835 0.0173 0.0042 -0.0052 -0.5914
C -3.9404 3.3253 -3.6224 -0.0110 -0.0067 -0.0142 -0.3152
C -3.2415 3.5066 -2.4369 -0.0015 -0.0324 -0.0159 -0.5570
H -2.1759 2.4796 -0.8726 -0.0027 -0.0147 0.0009 0.3867
H -2.5372 0.2505 -1.9090 -0.0333 -0.0066 -0.0056 0.2650
H -3.8177 0.1127 -4.0368 -0.0028 -0.0117 0.0256 0.4157
H -4.3596 4.1760 -4.1490 0.0104 0.0099 0.0122 0.3595
H -3.1078 4.4991 -2.0281 -0.0028 0.0070 -0.0114 0.3941
C -1.9132 -2.6704 -3.3136 -0.0049 0.0135 -0.0081 -0.3545
C -2.6264 -3.4206 -4.2350 0.0068 0.0140 0.0041 -0.3619
C -3.7632 -4.0885 -3.8033 -0.0189 -0.0073 0.0147 -0.2565
N -4.2093 -4.0496 -2.5499 0.0025 0.0077 -0.0032 -0.5905
C -3.5144 -3.3243 -1.6766 -0.0216 -0.0076 -0.0026 -0.3047
C -2.3652 -2.6195 -2.0044 0.0473 0.0352 -0.0157 -0.1334
H -1.0210 -2.1326 -3.6097 0.0036 -0.0030 0.0026 0.4388
H -2.3118 -3.4899 -5.2675 -0.0083 -0.0038 -0.0028 0.3652
H -4.3471 -4.6844 -4.4963 0.0130 0.0036 -0.0110 0.3548
H -3.8988 -3.3058 -0.6626 0.0140 0.0098 0.0039 0.3839
H -1.8415 -2.0412 -1.2547 -0.0194 -0.0228 0.0278 0.4646
C 1.3426 1.9344 -4.6187 0.0088 0.0057 -0.0005 -0.6222
C 0.5172 1.9621 -3.5065 0.0159 -0.0283 -0.0063 0.0961
C 0.9317 2.6842 -2.3971 0.0086 0.0116 0.0264 -0.2086
N 2.0813 3.3532 -2.3372 0.0030 -0.0066 0.0140 -0.5399
C 2.8634 3.3175 -3.4142 -0.0008 0.0074 0.0193 -0.3481
C 2.5416 2.6280 -4.5738 -0.0117 -0.0057 0.0009 -0.2760
H 1.0556 1.3835 -5.5053 -0.0013 0.0034 -0.0009 0.4021
H -0.4279 1.4368 -3.4921 -0.0172 0.0298 -0.0022 0.2897
H 0.3106 2.7306 -1.5084 -0.0216 -0.0341 -0.0147 0.4785
H 3.7942 3.8695 -3.3431 0.0021 -0.0048 -0.0172 0.3598
H 3.2170 2.6368 -5.4184 0.0068 0.0052 0.0050 0.3735
C 2.4760 -4.2169 2.8270 -0.0083 -0.0034 -0.0099 -0.5189
C 3.4744 -5.1128 3.1747 -0.0034 0.0112 0.0016 -0.3184
C 4.4682 -4.6913 4.0463 0.0059 0.0071 0.0086 -0.2583
N 4.5180 -3.4689 4.5706 -0.0160 0.0036 -0.0004 -0.5264
C 3.5492 -2.6221 4.2288 0.0130 -0.0082 -0.0362 -0.3135
C 2.5112 -2.9406 3.3652 -0.0148 0.0244 -0.0071 -0.1220
H 1.6847 -4.5066 2.1476 -0.0023 0.0017 -0.0009 0.4108
H 3.4879 -6.1192 2.7788 0.0065 -0.0045 0.0066 0.3646
H 5.2651 -5.3662 4.3393 -0.0066 -0.0108 -0.0129 0.3599
H 3.6063 -1.6307 4.6618 -0.0108 -0.0576 0.0300 0.4280
H 1.7571 -2.2038 3.1191 0.0211 -0.0167 0.0034 0.5126
```
Forces are in eV/Å.



A structure of composition C27H28BN5O6RhS2. Source: the Open Molecules 2025 dataset; level of theory: wB97M-V/def2-TZVPD.

Computed properties:
Net charge: -1
LUMO energy: 2.4159 eV
ΔE to the lowest compared entry with this formula, charge and spin: 16.5 kcal/mol
Highest occupied orbital energy: -4.5 eV

XYZ file:
```
70
Properties=species:S:1:pos:R:3:forces:R:3:mulliken_charge:R:1
Rh 0.8570 -0.3700 2.4297 0.0228 0.0603 -0.0913 -0.1089
O -1.7973 -0.5266 0.8548 -0.0277 0.0667 -0.1934 -0.4577
N -2.0288 -1.7850 0.4228 0.0670 0.0376 0.0372 0.2898
C -3.1661 -1.9961 -0.2757 -0.0681 -0.0199 0.0107 -0.0316
C -3.4592 -3.2211 -0.7855 0.0474 -0.0708 0.0060 -0.9603
C -2.5256 -4.2572 -0.5757 0.0129 0.0761 0.0342 -0.1210
C -1.3801 -4.0156 0.1229 -0.0836 0.0070 -0.0453 -0.9249
C -1.0807 -2.7282 0.6528 0.0654 -0.1870 0.1136 0.7819
S 0.3623 -2.4530 1.4967 -0.0957 0.1468 -0.0398 -0.3328
H -3.7831 -1.1176 -0.3900 0.0263 0.0251 0.0128 0.4879
H -4.3685 -3.3655 -1.3482 0.0023 -0.0085 -0.0011 0.4316
H -2.7120 -5.2460 -0.9751 -0.0084 -0.0009 -0.0010 0.3613
H -0.6476 -4.7931 0.2835 0.0247 0.0238 0.0222 0.4165
N 8.0565 0.5854 1.7622 -0.0142 -0.0049 0.0124 -0.6167
C 6.8129 0.9351 2.3121 0.0415 0.0246 0.0069 1.0656
C 6.6924 2.0735 3.1105 0.0141 -0.0153 -0.0193 -0.7303
C 5.4619 2.4399 3.6214 -0.0070 -0.0684 0.0375 -0.7099
C 4.3345 1.6771 3.3397 0.0760 0.0582 0.1016 -0.1015
C 4.4402 0.5546 2.5353 -0.0336 0.0484 -0.1038 -0.0332
C 5.6764 0.1866 2.0264 -0.0436 -0.0161 -0.0070 -0.8520
S 2.7862 2.2288 4.0070 -0.0324 0.0082 -0.0864 1.2244
O 2.2879 3.2500 3.1249 -0.0130 -0.0641 -0.0367 -0.7369
O 3.0225 2.6047 5.3750 -0.0015 0.0443 0.0104 -0.7005
N 1.8059 0.9484 3.8853 0.0071 -0.0006 0.1934 -0.6352
C 1.8736 -0.0813 4.7630 -0.1498 -0.1211 -0.1053 0.6534
N 1.0238 -1.0707 4.3310 0.2254 0.1643 -0.2622 -0.2606
C 0.9109 -2.1755 5.0372 -0.0568 -0.0658 0.0656 -0.0747
C 1.6154 -2.3322 6.2237 -0.0384 -0.0002 -0.0435 -0.7562
C 2.4972 -1.3139 6.5468 0.0295 0.0186 0.0019 -0.0922
N 2.6577 -0.2079 5.8298 0.0014 0.0503 0.0888 -0.5074
H 8.8448 0.8880 2.3128 -0.0014 0.0010 -0.0034 0.2275
H 8.1339 -0.3911 1.5239 0.0001 0.0032 -0.0044 0.2368
H 7.5718 2.6696 3.3278 -0.0022 0.0027 0.0038 0.2742
H 5.3695 3.3129 4.2543 -0.0048 -0.0095 0.0102 0.4174
H 3.5528 -0.0161 2.2830 0.0165 -0.0131 0.0146 0.4795
H 5.7552 -0.6874 1.3897 -0.0060 -0.0031 0.0026 0.3096
H 0.2630 -2.9410 4.6258 0.0068 -0.0049 0.0103 0.4370
H 1.5181 -3.2188 6.8315 -0.0036 -0.0057 -0.0066 0.3549
H 3.1323 -1.3966 7.4242 -0.0080 -0.0096 0.0028 0.3951
C -0.1145 2.4989 1.0690 -0.0293 -0.0387 0.0587 -1.2914
C 0.1544 1.0982 0.5968 0.0867 -0.1837 0.2624 1.1851
O 1.3318 0.6522 0.6175 -0.0051 0.0167 -0.1011 -0.7319
H 0.7372 2.9101 1.6034 -0.0033 -0.0038 -0.0022 0.3670
H -1.0041 2.5095 1.7037 -0.0129 0.0117 -0.0217 0.2861
H -0.3541 3.1018 0.1874 0.0037 0.0146 0.0020 0.3096
C -5.5005 0.7017 -4.8459 0.0196 0.0065 -0.0044 -1.6335
C -4.0757 0.9135 -5.3786 -0.0008 0.0030 0.0064 2.2350
C -3.9399 0.1369 -6.6882 -0.0041 0.0063 0.0010 -2.1883
C -3.8707 2.4032 -5.6877 0.0046 -0.0119 -0.0067 -1.6478
C -3.0649 0.4602 -4.3237 -0.0235 0.0006 0.0105 0.3628
C -2.1728 -0.5785 -4.5406 0.0233 -0.0031 0.0031 -0.1290
C -1.2595 -0.9956 -3.5571 -0.0106 0.0019 -0.0135 -1.7248
C -1.2660 -0.3433 -2.3511 0.0090 -0.0233 0.0072 0.9943
O -0.5031 -0.5748 -1.2636 -0.0102 -0.0249 0.0107 -0.5060
B -1.0174 0.2969 -0.1917 -0.0184 0.0014 0.0332 0.6502
O -1.9979 1.1979 -0.8703 0.0247 0.0532 -0.0008 -0.6342
C -2.1577 0.7121 -2.1156 -0.0301 0.0079 0.0272 0.1983
C -3.0527 1.1172 -3.0761 0.0070 -0.0198 -0.0086 -1.0435
H -6.2391 1.0235 -5.5856 -0.0027 0.0024 -0.0022 0.4490
H -5.6683 1.2682 -3.9294 -0.0058 0.0001 0.0046 0.3199
H -5.6700 -0.3538 -4.6240 -0.0061 -0.0002 0.0016 0.3457
H -4.6630 0.5175 -7.4133 -0.0052 -0.0081 -0.0014 0.4367
H -4.1359 -0.9273 -6.5449 0.0076 -0.0034 -0.0026 0.4090
H -2.9424 0.2484 -7.1169 -0.0014 0.0018 -0.0060 0.4265
H -4.5891 2.7387 -6.4410 -0.0011 0.0024 0.0009 0.4534
H -2.8627 2.5786 -6.0681 -0.0002 0.0029 -0.0028 0.3638
H -4.0023 3.0182 -4.7974 0.0013 0.0042 0.0021 0.3115
H -2.1631 -1.0972 -5.4891 -0.0041 0.0027 -0.0014 0.4344
H -0.5719 -1.8115 -3.7397 0.0020 0.0001 -0.0002 0.4747
H -3.7318 1.9318 -2.8553 -0.0022 0.0026 -0.0049 0.4176
```
Forces are in eV/Å.



A structure of composition C27H28BrN3O4PtS. Source: the Open Molecules 2025 dataset; level of theory: wB97M-V/def2-TZVPD.

Computed properties:
Net charge: -2
LUMO energy: 4.1091 eV
ΔE to the lowest compared entry with this formula, charge and spin: 27.2 kcal/mol
Highest occupied orbital energy: -0.6 eV

XYZ file:
```
65
Properties=species:S:1:pos:R:3:forces:R:3:mulliken_charge:R:1
Pt -0.6729 -1.7531 0.7323 0.0266 -0.0485 0.0315 0.7415
O 0.3070 3.6752 3.2570 0.0416 -0.0709 0.0775 -0.8004
C 0.7536 3.0687 2.2652 -0.0239 0.0175 0.0322 0.3384
O 0.3440 1.9947 1.7598 -0.0050 -0.0010 -0.1456 -0.7978
C 1.9654 3.6850 1.5532 -0.0435 0.0337 -0.0086 -0.2940
C 2.5678 4.8269 2.0623 -0.0197 0.0070 -0.0074 -0.4990
C 3.6764 5.4149 1.4444 -0.0028 0.0006 -0.0090 -0.8970
C 4.1329 4.8068 0.3015 -0.0229 0.0284 -0.0082 0.9954
O 5.2116 5.1651 -0.4884 0.0333 -0.0437 0.0279 -0.5130
C 5.1415 4.2998 -1.6188 -0.0071 0.0179 -0.0374 -0.1946
O 4.2205 3.2652 -1.3418 0.0426 -0.0268 0.0439 -0.4712
C 3.5358 3.6714 -0.2085 -0.0253 0.0053 -0.0222 1.1064
C 2.4537 3.0788 0.3884 -0.0069 0.0057 0.0071 -1.1813
H 2.1385 5.2516 2.9601 0.0054 -0.0035 0.0042 0.4471
H 4.1526 6.3035 1.8384 0.0006 -0.0014 0.0003 0.3913
H 6.1275 3.8683 -1.7999 0.0095 0.0065 -0.0233 0.2010
H 4.8027 4.8729 -2.4927 -0.0198 0.0069 0.0196 0.2359
H 1.9730 2.1864 0.0096 0.0153 -0.0063 0.0037 0.7136
N -0.6097 0.2675 3.5044 -0.1740 0.1755 -0.0695 -0.1749
C -1.3511 -0.8244 3.5797 -0.0037 0.0518 0.1077 0.5635
N -1.5861 -1.6973 2.6330 -0.0260 -0.0844 -0.0350 0.2883
C -2.4022 -2.7291 3.0715 0.0137 -0.0307 -0.0424 0.0845
C -2.8179 -3.8088 2.2970 0.0061 0.0260 0.0133 -0.5249
C -3.6376 -4.7660 2.8691 -0.0088 -0.0074 0.0041 -0.6584
C -4.0456 -4.6713 4.2000 -0.0019 -0.0089 -0.0070 -0.4580
C -3.6288 -3.6049 4.9825 0.0099 0.0085 -0.0011 -0.4596
C -2.8109 -2.6463 4.4067 0.0099 0.0040 -0.0046 0.6086
S -2.1244 -1.2170 5.1246 -0.0360 0.0133 0.0147 -0.4162
H -0.3430 0.7834 2.6225 0.1539 -0.1577 0.1042 0.1319
H -0.6384 0.8896 4.2963 0.0658 0.0461 -0.0206 0.2672
H -2.4715 -3.8716 1.2739 -0.0021 -0.0048 -0.0046 0.3061
H -3.9612 -5.6095 2.2714 0.0002 -0.0007 -0.0011 0.3589
H -4.6843 -5.4344 4.6280 -0.0010 -0.0001 -0.0001 0.3335
H -3.9325 -3.5235 6.0190 0.0020 0.0008 0.0021 0.3498
C -2.1018 1.5780 -0.9163 0.0109 0.0262 0.0026 -1.2519
C -2.5557 0.7168 -2.0992 -0.0108 -0.0137 0.0062 0.5383
C -3.6213 -0.3008 -1.6750 0.0075 0.0009 -0.0011 -1.4217
C -1.3933 0.1028 -2.8566 0.0090 -0.0090 -0.0186 0.6519
C -1.1803 0.4989 -4.1629 -0.0026 -0.0094 -0.0177 -0.7612
C -0.1154 0.0425 -4.9347 -0.0167 0.0129 0.0099 -1.2574
C 0.7771 -0.8338 -4.3268 0.0026 -0.0289 -0.0043 -0.8274
C 0.6382 -1.2815 -3.0257 0.0020 -0.0394 -0.0198 0.6937
C 1.7034 -2.2056 -2.4665 0.0185 0.0197 0.0074 0.5115
C 1.1833 -3.6077 -2.1308 -0.0102 0.0098 -0.0074 -1.3083
C 2.4627 -1.5847 -1.2892 0.0041 0.0056 0.0008 -1.1671
C -0.4921 -0.8443 -2.2424 0.0128 0.1284 0.0247 0.8904
N -0.7124 -1.2814 -1.0211 -0.0371 -0.0641 -0.0162 -1.2331
H -2.9623 2.0608 -0.4415 -0.0003 -0.0047 0.0042 0.4294
H -1.4159 2.3589 -1.2519 -0.0091 -0.0001 0.0055 0.2959
H -1.5811 0.9910 -0.1617 -0.0120 0.0119 -0.0158 0.0034
H -3.0405 1.3922 -2.8159 0.0022 0.0010 -0.0048 0.3181
H -3.2297 -0.9883 -0.9273 0.0125 -0.0048 0.0055 0.1000
H -3.9587 -0.8855 -2.5352 -0.0025 0.0005 -0.0021 0.3238
H -4.4869 0.2182 -1.2496 0.0011 -0.0052 0.0069 0.4437
H -1.8807 1.2123 -4.5917 0.0003 0.0016 -0.0026 0.2722
H 0.0270 0.3762 -5.9552 0.0008 0.0035 -0.0003 0.3163
H 1.6387 -1.1883 -4.8885 0.0008 0.0031 0.0012 0.2640
H 2.4300 -2.3297 -3.2799 0.0043 -0.0033 -0.0009 0.3206
H 0.4371 -3.5771 -1.3397 -0.0182 0.0192 0.0314 0.0759
H 2.0037 -4.2444 -1.7863 0.0025 0.0025 -0.0064 0.4002
H 0.7341 -4.0665 -3.0165 -0.0064 0.0003 0.0039 0.3273
H 1.8029 -1.3994 -0.4424 0.0650 0.0018 -0.0344 -0.0221
H 2.9152 -0.6361 -1.5895 -0.0053 0.0023 -0.0005 0.2495
H 3.2560 -2.2562 -0.9483 0.0035 -0.0076 0.0035 0.3965
Br 0.9324 -3.2556 1.9663 -0.0353 -0.0196 -0.0069 -0.6952
```
Forces are in eV/Å.